Formula: C40H42GeN4O6S3Tc
Source: the OMol25 dataset
Level of theory: ωB97M-V/def2-TZVPD

Each line ends with the Mulliken charge.
Cartesian coordinates (Å):
Tc: -1.6128 0.6257 -0.9343  -0.383
Ge: 1.7160 0.7830 1.0342  1.145
S: -2.7725 3.0859 -1.7395  1.377
S: 0.3389 2.0669 -2.6757  1.854
S: -3.2921 -1.0259 -1.5460  -0.432
O: -0.6136 0.9712 -2.8449  -0.843
O: -3.7865 3.9890 -1.3128  -0.636
O: -3.2274 1.7518 -2.1683  -0.657
O: 1.5848 1.9910 -3.3468  -0.686
O: 0.7247 2.0177 -1.0844  -0.208
O: -1.6889 2.7960 -0.7532  -0.748
N: -4.2365 1.9170 2.0405  -0.002
N: -2.6654 0.9153 0.9046  1.526
N: -0.5608 -1.2398 -1.1583  0.771
N: -0.0145 -3.4887 -1.1131  0.885
C: -1.5597 5.7652 -4.4745  -0.624
C: 2.2854 3.6678 1.0510  -0.179
C: 4.3919 1.0701 -0.0723  -0.566
C: -3.9223 1.3145 0.8861  -1.102
C: 2.0185 -2.1825 4.7212  -0.810
C: -4.0547 -3.5110 -0.9162  -0.655
C: 1.2378 -3.1220 -3.2819  -0.740
C: -4.7825 -4.3455 1.2169  -0.550
C: 3.2069 0.3409 -0.1252  -0.032
C: 0.3415 4.3804 -3.9871  -0.495
C: -3.1176 1.9311 2.8358  -1.279
C: 1.6524 -0.5019 2.5062  0.984
C: -0.2206 5.4816 -4.6286  -0.740
C: -0.4487 3.5824 -3.1763  -0.223
C: 1.9466 -4.4468 0.0792  -0.733
C: 2.9259 -0.9488 2.8722  -0.865
C: 2.3283 4.9306 1.6192  -0.922
C: -0.7590 -2.4114 0.9491  -0.816
C: 0.7483 -1.7468 4.3746  -0.657
C: 5.3674 -0.3484 -1.7480  -0.701
C: 0.5706 -0.9129 3.2802  -0.347
C: 3.1089 -1.7786 3.9681  -0.773
C: -2.3507 4.9760 -3.6418  -0.566
C: 1.8396 2.5725 1.7902  0.264
C: 0.4917 -4.6184 -0.3348  -0.834
C: -4.5444 -3.0937 1.7665  -0.787
C: -4.5383 -4.5466 -0.1331  -0.737
C: 0.1702 1.0202 -0.2719  2.956
C: -3.8292 -2.2408 -0.3746  0.919
C: -4.0809 -2.0490 0.9822  -0.381
C: 1.4353 2.7737 3.1089  0.015
C: -2.1488 1.3108 2.1148  -0.428
C: -1.8064 3.8897 -2.9913  -0.167
C: 1.4710 4.0395 3.6771  -0.862
C: 1.9164 5.1183 2.9310  -0.626
C: -0.4259 -2.3591 -0.5058  -0.407
C: 5.4674 0.7274 -0.8805  -0.777
C: 4.1941 -1.0874 -1.8020  -0.592
C: -0.0206 -3.6024 -2.5704  -1.115
C: 3.1230 -0.7442 -0.9927  -0.207
H: -0.2639 -1.2887 -2.1265  -0.144
H: -1.4982 -3.1857 1.1391  0.566
H: 3.7926 -0.6562 2.2923  0.411
H: -3.8886 -1.0907 1.4446  0.326
H: -1.9966 6.6152 -4.9795  0.425
H: 2.2733 -5.3025 0.6678  0.466
H: -4.7132 -5.5161 -0.5797  0.408
H: -1.1800 -1.4535 1.2445  -1.159
H: 1.1117 1.9331 3.7118  0.312
H: -0.1089 -2.0554 4.9574  0.482
H: -3.3874 5.2242 -3.4641  0.514
H: 4.1044 -2.1108 4.2298  0.449
H: 1.4601 -2.0773 -3.0666  -0.018
H: 2.2152 -1.3360 -1.0300  0.529
H: 2.6859 5.7711 1.0394  0.434
H: 1.9500 6.1050 3.3725  0.399
H: 0.4007 6.1038 -5.2566  0.425
H: -0.9024 -3.0719 -2.9412  0.357
H: 4.1194 -1.9323 -2.4745  0.417
H: -3.1073 2.3754 3.8123  0.465
H: -5.1344 2.3171 2.2581  0.249
H: 2.6000 -4.3633 -0.7875  0.236
H: 2.1048 -3.7177 -2.9999  0.261
H: -0.1865 -4.6578 -2.7923  0.667
H: 0.3690 -5.5106 -0.9492  0.523
H: 0.1266 -2.6184 1.5492  0.586
H: 4.4855 1.9100 0.6055  0.482
H: -0.1363 -4.7615 0.5435  0.360
H: -3.8451 -3.6783 -1.9639  0.475
H: 1.3790 4.1276 -4.1392  0.561
H: 2.1569 -2.8317 5.5748  0.425
H: 6.2040 -0.6150 -2.3793  0.411
H: -4.6093 1.1604 0.0709  0.637
H: 6.3831 1.3013 -0.8316  0.444
H: 1.1041 -3.2144 -4.3591  0.475
H: -0.4412 -0.6005 3.0436  0.205
H: 1.1609 4.1804 4.7039  0.446
H: -4.7241 -2.9242 2.8197  0.438
H: -1.1161 1.1594 2.3718  0.425
H: -5.1567 -5.1515 1.8321  0.411
H: 2.6072 3.5380 0.0258  0.401
H: 2.0790 -3.5505 0.6867  0.016

Force components x, y, z for each atom (eV/Å):
Tc -0.497 -0.085 -0.376
Ge -0.076 -0.032 0.005
S 0.303 -0.009 0.154
S 0.193 -0.232 -0.069
S -0.289 0.439 0.254
O 0.103 -0.062 -0.048
O 0.010 0.036 -0.106
O -0.019 -0.022 -0.002
O -0.042 0.014 0.044
O -0.096 0.095 -0.035
O -0.235 -0.044 0.241
N 0.042 0.037 0.050
N 0.171 0.034 -0.129
N 0.194 0.003 0.271
N -0.030 0.042 0.005
C -0.098 -0.014 0.045
C 0.003 -0.022 -0.052
C 0.003 0.041 0.010
C -0.134 -0.210 -0.098
C 0.001 -0.012 0.001
C 0.030 0.010 0.070
C -0.002 -0.023 0.000
C 0.007 0.047 0.007
C 0.029 0.084 0.076
C -0.068 0.063 -0.069
C -0.020 -0.020 0.043
C 0.127 -0.022 -0.107
C 0.122 -0.072 0.023
C 0.089 -0.039 0.018
C -0.015 -0.033 0.015
C -0.031 -0.050 -0.046
C 0.010 0.029 -0.010
C 0.003 0.032 -0.124
C 0.002 0.018 -0.010
C 0.017 -0.015 -0.015
C -0.181 0.219 0.153
C 0.019 -0.040 0.024
C 0.019 0.012 -0.014
C -0.106 -0.035 0.036
C -0.014 -0.040 0.034
C -0.008 -0.054 0.021
C 0.017 -0.011 -0.006
C 0.033 0.134 -0.064
C 0.303 -0.271 -0.173
C 0.057 0.198 0.052
C 0.044 -0.022 0.024
C 0.014 0.061 0.087
C -0.001 0.030 0.027
C -0.003 -0.018 0.015
C 0.003 0.038 0.012
C 0.022 0.053 -0.063
C 0.008 0.020 -0.003
C 0.003 -0.027 -0.029
C -0.082 -0.051 -0.052
C -0.036 -0.063 -0.010
H -0.076 -0.027 0.004
H -0.077 -0.072 0.007
H 0.028 0.019 -0.023
H -0.047 -0.096 -0.052
H -0.024 0.005 -0.007
H 0.023 -0.042 0.031
H -0.014 -0.026 -0.013
H 0.026 -0.043 -0.057
H -0.019 -0.030 0.020
H -0.033 -0.007 0.020
H -0.024 0.005 0.019
H 0.020 -0.003 0.003
H 0.034 0.060 0.005
H -0.041 -0.028 -0.017
H 0.003 0.011 -0.013
H 0.003 0.019 0.007
H 0.026 -0.001 -0.007
H 0.033 0.025 0.020
H -0.016 -0.010 -0.013
H 0.005 0.029 0.058
H 0.031 -0.024 0.008
H 0.023 0.005 -0.042
H 0.030 -0.004 0.024
H 0.007 0.041 -0.030
H 0.024 0.015 0.015
H -0.054 -0.007 -0.071
H -0.004 0.022 0.014
H -0.005 -0.014 -0.009
H -0.007 0.005 -0.055
H 0.033 0.001 -0.005
H 0.001 -0.014 0.021
H 0.019 -0.004 -0.013
H 0.002 -0.001 -0.048
H 0.015 0.009 0.005
H 0.002 -0.017 -0.029
H 0.167 -0.017 0.055
H -0.007 -0.002 0.017
H -0.017 0.009 0.041
H -0.019 0.055 -0.010
H -0.001 -0.025 0.025
H 0.010 -0.005 -0.043
H 0.005 0.046 0.033

Summary:
* Kohn-Sham gap (alpha / beta): 6.34 / 6.34 eV
* net charge: +1
* E_LUMO (alpha / beta): -3.44 / -3.44 eV

=====

Formula: C6H10O
Source: the OMol25 dataset
Level of theory: ωB97M-V/def2-TZVPD

Each line ends with the Mulliken charge.
Cartesian coordinates (Å):
O: -0.0874 -1.6988 -1.8095  -0.524
C: 0.4123 1.4685 1.0496  -0.177
C: 1.1976 -0.4165 0.0350  -0.800
C: -1.5802 -0.2818 -0.5855  -0.787
C: 1.4933 0.5217 1.1908  -0.188
C: -0.3689 -1.1146 -0.5703  0.150
C: -0.6989 1.9746 1.0179  -0.473
H: -0.1462 -1.0187 -2.4909  0.339
H: -0.4225 -1.9387 0.1393  0.270
H: 2.4547 1.0249 1.0619  0.236
H: -1.3160 2.8361 1.0942  0.417
H: 1.4685 0.0222 2.1643  0.276
H: -2.4606 -0.8670 -0.3627  0.262
H: -1.4993 0.6001 0.2056  0.038
H: 1.6953 -1.3582 0.2710  0.322
H: -1.7246 0.2857 -1.5029  0.365
H: 1.5830 -0.0397 -0.9078  0.275

Force components x, y, z for each atom (eV/Å):
O 0.389 -0.003 -0.076
C -1.763 1.208 1.408
C -1.154 -2.390 -1.765
C -0.612 2.584 1.731
C -0.852 0.308 -0.681
C 2.866 0.392 1.801
C 2.540 0.984 0.466
H -0.021 -0.032 0.068
H -0.454 -0.043 -0.141
H 0.034 -0.241 0.022
H -0.602 -0.166 -0.143
H -0.061 0.154 -0.140
H -0.316 -0.168 -0.163
H -0.510 -2.473 -1.620
H 0.147 -0.082 -0.451
H 0.063 -0.239 -0.372
H 0.304 0.207 0.055

Summary:
* SMILES: C#CCC[C@@H](C)O
* Kohn-Sham gap: 10.21 eV
* E_LUMO: 0.99 eV